{
  "formula": "C7H15NO",
  "method": "ωB97M-V/def2-TZVPD",
  "homo_energy_ev": -9.28,
  "gap_ev": 10.09,
  "smiles": "C=CC(C)(C)O.[H]/N=C/C",
  "e_tot_ev": -11038.3188,
  "de_lowest_kcal_mol": 54.3,
  "symbols": ["C", "C", "C", "C", "C", "O", "H", "H", "H", "H", "H", "H", "H", "H", "H", "H", "H", "N", "C", "C", "H", "H", "H", "H"],
  "xyz": [[2.86073, 1.46691, -1.41977], [1.64306, 1.18815, -0.99257], [1.21543, -0.00852, -0.17724], [0.29663, -0.88818, -1.04228], [2.37754, -0.83020, 0.36967], [0.49518, 0.46878, 0.96871], [3.70236, 0.82067, -1.23330], [3.04150, 2.27839, -2.10674], [0.81992, 1.84196, -1.26481], [-0.10945, -1.70044, -0.44228], [0.85265, -1.28883, -1.88682], [-0.54291, -0.30601, -1.42124], [3.03561, -0.19964, 0.96195], [2.94290, -1.28199, -0.44092], [1.98545, -1.61984, 1.00653], [-0.24780, 1.08056, 0.66191], [-0.78289, -0.53568, 1.65973], [-1.83943, -0.83328, 1.71593], [-2.56165, 0.00944, 1.16253], [-4.01197, -0.12931, 0.86984], [-2.04624, 0.94582, 0.66402], [-4.37613, -1.08077, 1.25680], [-4.56642, 0.68624, 1.33610], [-4.18407, -0.08424, -0.20578]],
  "forces_ev_per_angstrom": [[-0.034, -0.218, -0.467], [-0.010, -0.165, 0.111], [0.102, -0.130, -0.353], [0.130, 0.201, 0.289], [-0.282, 0.280, 0.000], [-0.994, 1.337, -0.404], [0.138, -0.101, 0.211], [0.002, 0.292, 0.121], [-0.067, 0.102, -0.061], [0.022, -0.100, 0.001], [-0.002, -0.053, -0.061], [-0.053, 0.064, -0.078], [0.075, 0.023, 0.051], [0.041, -0.038, -0.059], [-0.015, -0.071, 0.029], [1.590, -1.098, 0.461], [-2.546, -0.672, 0.333], [2.409, -0.636, 0.704], [0.965, 1.971, -1.886], [-0.230, -0.045, 0.418], [-1.153, -1.045, 0.729], [-0.008, 0.039, -0.009], [-0.099, 0.022, -0.062], [0.022, 0.039, -0.019]],
  "mulliken_charge": [-0.815, -0.539, 1.857, -1.498, -1.920, -0.720, 0.229, 0.282, 0.261, 0.410, 0.387, 0.374, 0.468, 0.415, 0.416, 0.344, 0.543, -0.725, 0.400, -1.062, 0.036, 0.298, 0.285, 0.274]
}